No. 1
12
Properties=species:S:1:pos:R:3:forces:R:3 method="wB97M-V/def2-TZVPD" e_homo_ha=-0.311 e_tot_ev=-17018.278 charge=0 e_above_lowest_kcal_mol=132.9 lumo_energy_ev=0.02 orbital_gap_ev=8.49 largest_force_ev_per_a=5.64
C -0.9158 0.0703 -0.0027 0.63 0.40 -2.02
C -1.4971 -1.1050 0.1228 -3.12 -0.48 -0.74
C 1.5095 -0.6960 -0.1069 0.30 0.81 0.47
H 0.9010 1.9078 1.1249 -0.82 0.59 -3.86
H -0.3552 2.1233 -0.5847 4.67 -1.30 2.89
H -1.6081 0.9070 -0.6181 2.43 -1.92 1.89
H -2.5934 -0.9756 -0.3917 2.62 -1.34 1.78
H -1.0902 -2.0553 0.5892 -0.71 1.43 -0.78
H 1.1885 -1.7945 -0.2904 -0.10 2.24 0.36
N 0.7946 1.6658 -0.0009 -2.01 2.25 1.93
N 0.5237 0.3052 0.1536 -2.11 -2.28 -1.69
S 3.1424 -0.3530 0.0048 -1.78 -0.41 -0.24



No. 2
11
Properties=species:S:1:pos:R:3:forces:R:3 method="wB97M-V/def2-TZVPD" e_homo_ha=-0.396 e_tot_ev=-33654.695 charge=0 e_above_lowest_kcal_mol=12.7 lumo_energy_ev=0.75 orbital_gap_ev=11.51 largest_force_ev_per_a=8.47
F -2.6781 0.8692 1.0276 -0.89 0.63 0.19
C -2.0270 0.1977 0.1055 4.12 0.87 -0.29
F -2.2893 0.6810 -1.1527 -0.01 0.35 0.85
Cl -2.5382 -1.4509 0.0739 -0.10 -0.79 0.32
C -0.2782 0.4978 0.4241 -4.49 -6.17 3.68
C 0.4227 -0.5497 -0.3680 0.78 0.50 -0.39
Cl 2.1423 -0.4379 0.1027 0.55 0.09 -0.48
H -0.2129 1.5045 0.3411 0.86 2.91 -1.10
H -0.0663 0.1952 1.5392 -0.95 0.92 -1.78
H 0.2252 -1.6371 -0.2511 -0.69 1.19 0.30
H 0.2043 -0.2187 -1.3601 0.82 -0.50 -1.29